Density functional theory data (ωB97M-V/def2-TZVPD) for a cluster of 12 separate species, C83H188N12O12 in total.

Values from the calculation:
Highest occupied orbital energy in eV: -7.893
Charge: 0
Maximum force in eV/Å: 4.31
HOMO-LUMO gap in Eh: 0.3041
Energy relative to the best compared isomer or geometry (same formula, charge and spin) in kJ/mol: 439.4
SMILES: CC1(C)CCCC(C)(C)N1O.CC1(C)CCCC(C)(C)N1O.CC1(C)CCCC(C)(C)N1O.CC1(C)CCCC(C)(C)N1O.CC1(C)CCCC(C)(C)N1O.CC1(C)CCCC(C)(C)N1O.CC1(C)CCCC(C)(C)N1O.COC[C@H](C)N.COC[C@H](C)N.COC[C@H](C)N.COC[C@H](C)N.COC[C@H](C)N

The geometry in XYZ format:
```
295
Properties=species:S:1:pos:R:3:forces:R:3:lowdin_charge:R:1
O -6.2920 0.4222 4.4741 -0.01 1.70 -0.33 -0.1864
O -1.5925 0.0502 7.8959 -0.72 0.51 0.46 -0.0040
O 0.8911 -6.6170 4.2560 -0.57 -0.70 0.94 -0.1955
O -4.8287 -3.1144 2.5741 -1.02 -0.62 0.97 -0.2345
O 1.6175 6.5867 -4.6659 -0.51 0.17 -1.50 -0.0068
O 1.0806 -5.8084 -5.6647 1.47 -2.59 -0.27 0.0089
O -1.5390 5.5039 2.0189 0.30 1.14 1.36 -0.1820
O 5.2293 2.6599 1.5622 -0.12 -0.42 -2.28 -0.0140
O -1.9010 1.3580 1.3835 1.75 0.36 -1.42 -0.0146
O 3.8189 -1.2457 -3.3122 0.02 0.42 0.60 -0.0213
O -1.6341 3.4861 -8.2097 -1.65 0.17 -0.22 -0.0156
O -5.6098 -3.0664 -3.9248 0.90 -0.17 -0.16 -0.2106
N -7.5605 -6.0601 -3.2391 -0.86 -0.69 0.06 0.0176
N -2.2190 -2.4423 1.2435 0.18 -0.18 0.33 0.0707
N 0.3508 -4.6946 -5.6132 -1.15 3.84 0.63 -0.1617
N -4.4907 -0.2262 2.4677 0.99 -0.33 -0.13 0.0623
N -0.8095 2.7471 -7.3957 2.06 -1.12 0.23 -0.1406
N 5.0978 -1.0920 -2.7805 2.44 -1.02 -1.04 -0.1146
N -1.3532 -1.3041 7.7581 0.30 -3.26 -0.74 -0.1204
N -1.1038 0.4831 0.5244 -0.33 -1.30 1.12 -0.0626
N 2.1119 6.8584 -3.4311 1.02 1.19 3.90 -0.1515
N 2.9217 -4.8516 5.6053 1.09 -0.40 0.28 0.0441
N 0.2268 3.9832 5.0318 0.94 0.29 -1.12 0.0208
N 5.2570 3.0653 2.8437 0.46 1.53 4.00 -0.1662
C -0.9413 -3.5974 8.9296 -0.53 1.12 -0.58 -0.1258
C 5.4065 -2.0946 -1.7235 -0.09 -0.61 0.03 -0.4694
C 1.8292 7.9670 -1.1498 -0.23 -1.63 0.16 -0.1174
C 5.3297 0.9612 -4.1746 0.12 -0.13 0.13 -0.0176
C 0.0925 2.3486 -5.1902 0.23 -1.64 0.61 -0.1414
C -3.2888 -3.3030 0.6921 0.32 1.38 -0.27 -0.4027
C 4.2910 5.7457 -4.0309 -1.12 1.48 1.45 -0.0133
C -1.8110 0.4449 -7.7528 -0.50 0.21 0.21 -0.0324
C -0.6151 5.4541 3.1411 -0.13 -2.26 -0.40 -0.1410
C -0.1363 6.7451 -2.1590 -1.11 -1.23 -0.31 -0.0452
C 0.0459 -7.7886 4.0872 0.04 1.39 -0.71 -0.0749
C -1.0297 -2.0016 9.0444 -0.32 -0.81 1.09 -0.4367
C 4.5935 4.7830 4.5992 -0.26 -1.37 -1.24 -0.1098
C -6.0187 -0.1013 0.6813 -1.91 0.38 -0.13 -0.0452
C -1.8162 -1.5279 5.3635 -0.12 -0.20 -0.53 -0.0431
C 2.3985 4.4508 -2.7904 0.05 -0.07 -0.20 -0.0179
C -3.8089 -1.6930 7.0169 0.70 0.50 -0.09 -0.0031
C 5.3358 2.4883 5.2657 -0.83 0.19 0.07 -0.1302
C 1.1819 -3.9210 4.2779 -0.82 -0.10 -0.75 -0.0779
C 7.6314 -0.6942 -1.3634 -1.38 0.14 -1.32 -0.1397
C -6.9338 -4.8326 -2.8182 1.41 0.38 -0.11 -0.4224
C 6.6607 1.1640 3.5152 -1.69 0.70 0.13 -0.0122
C -1.4029 0.5618 -0.8915 -0.49 1.72 -1.83 -0.5080
C 4.9669 1.1220 -1.6878 -0.56 0.06 -0.36 -0.0256
C -0.7252 4.0495 3.8440 -0.17 -0.28 2.47 -0.3558
C -0.8403 -2.9781 -4.2063 -0.24 -1.32 0.67 -0.1363
C 2.6694 6.8429 -0.5396 -0.42 0.75 -0.46 -0.2113
C -0.8914 -5.3717 -3.5778 0.37 -1.63 -0.25 -0.0186
C -1.2613 -3.0651 -6.5737 -1.02 -1.14 -0.24 -0.1081
C -2.0867 -1.7372 10.1794 -0.50 0.16 -0.21 -0.0331
C -2.0750 -3.5067 6.7151 0.11 -0.64 1.10 -0.1499
C -1.5379 -5.5761 -6.9376 -0.66 -0.92 -0.09 -0.0480
C 1.2313 -4.0038 -3.3678 1.31 -1.60 -1.01 -0.0391
C -6.2259 -3.5109 2.8752 1.30 -0.19 -1.03 -0.0433
C -1.9771 -2.9154 -5.2281 2.48 -0.16 -0.02 -0.1709
C 6.9328 -2.0911 -1.4109 0.49 0.76 -0.98 -0.1241
C -2.9101 0.3421 -1.1137 0.12 -0.25 1.87 -0.0229
C 0.0069 -4.3412 -4.2301 -2.02 2.65 0.23 -0.4609
C 5.1104 5.4783 2.2162 -0.40 -0.32 0.91 -0.0333
C 1.5073 -4.6605 5.5661 -0.95 0.78 -1.63 -0.4599
C -2.1212 3.6918 4.4637 0.53 0.67 -1.29 -0.0556
C 4.6161 -1.9277 -0.4394 0.05 0.28 0.09 -0.0373
C -0.6705 -0.4506 -1.7194 1.64 -2.01 -0.48 -0.1416
C -1.1298 1.9090 -1.5936 -0.34 1.40 0.18 -0.0322
C 0.2828 0.2790 0.9961 1.42 -0.37 0.12 -0.4275
C -5.8132 -4.5186 -3.8809 -0.54 1.94 1.42 -0.1359
C 0.6881 8.8705 -3.0992 0.78 -0.18 -0.13 -0.0489
C 0.7568 -5.9845 5.5428 0.62 0.00 0.57 -0.1958
C 0.8657 -0.5299 -1.4429 -0.92 0.61 2.17 -0.1193
C -6.4134 -4.9913 -1.3586 0.20 0.00 -0.71 -0.0497
C -0.6230 4.5835 -5.8395 -0.19 -0.86 0.11 -0.0177
C -7.2609 0.6583 5.4716 0.03 0.22 0.18 -0.1023
C -6.8292 0.0986 3.2148 0.26 -1.98 -1.28 -0.1985
C 3.0079 4.2218 2.6069 0.82 0.19 0.53 -0.0374
C 0.3462 -4.4180 -8.0640 -0.42 1.06 0.21 -0.0330
C 1.1180 7.5178 -2.5058 0.84 1.13 1.19 -0.4512
C -2.2829 -1.9707 6.7678 -0.19 0.24 -0.22 -0.4285
C 5.2769 1.9345 3.7950 0.91 0.44 0.85 -0.4597
C 3.0730 5.8538 -2.9611 0.04 -0.79 0.63 -0.4017
C 0.3009 -0.1454 2.4723 -1.15 -0.37 0.73 -0.0412
C -1.9991 -4.2404 8.0470 0.54 1.21 0.36 -0.1875
C -0.5466 -4.5015 -6.7749 1.27 2.28 -0.05 -0.4690
C 0.5612 0.7616 -7.0422 0.83 1.55 -0.88 -0.1420
C 0.3171 0.8790 -5.5615 0.43 -0.12 0.13 -0.1820
C 1.1472 1.5780 0.9440 -0.68 -0.41 -0.31 -0.0146
C 4.0738 1.0369 3.6085 0.16 -0.99 -0.90 -0.0397
C -4.0566 -4.0476 1.8197 0.38 0.19 -1.33 -0.1721
C 5.0488 -3.5668 -2.2605 0.17 2.15 -0.51 -0.0130
C 3.6487 6.3454 -1.5402 0.75 -1.29 -1.51 -0.1366
C -1.1578 4.7807 0.8669 0.16 -0.49 0.38 -0.1151
C 4.4852 4.3125 3.0766 0.06 0.58 -0.18 -0.4403
C -5.7693 0.3359 2.1052 0.69 1.38 1.08 -0.4033
C -0.1205 1.4909 -9.4605 -1.00 -0.13 1.10 -0.0034
C -2.3553 2.7243 -5.4093 -0.50 -0.46 0.69 -0.0221
C -4.7962 -2.3492 -2.9602 -1.40 -0.62 -0.17 -0.0861
C 7.1403 0.2372 -2.5338 0.32 -0.57 0.08 -0.1296
C 5.6415 0.3034 -2.8339 -0.55 -0.66 2.35 -0.4821
C -2.5859 -4.2122 -0.3370 -0.66 -0.50 1.45 -0.0505
C 0.9855 -0.8797 0.1091 -0.70 0.87 -0.81 -0.0747
C 4.3538 3.6212 5.6081 0.52 1.20 -1.60 -0.1719
C -0.5865 1.3716 -7.8974 -0.08 -0.79 -1.81 -0.4205
C -0.9955 3.0368 -5.9666 0.99 2.04 -1.15 -0.4858
C 0.3878 -1.5568 9.4131 0.08 1.56 0.14 -0.0518
H -2.5276 3.4214 -4.5893 -0.46 0.10 -0.07 0.0860
H -5.3590 -2.2630 -2.0308 0.18 -0.33 0.43 0.0627
H 7.2265 -2.5818 -0.4830 -0.63 -0.31 0.07 0.1109
H 5.9478 0.5397 -4.9672 0.01 -0.02 -0.01 0.0870
H 5.6021 -3.6726 -3.1937 0.16 -0.36 0.06 0.0801
H -2.4719 -1.9464 -5.1617 -0.31 -0.13 -0.07 0.1073
H 0.8877 2.1115 0.0296 0.38 0.24 0.05 0.0632
H -6.1386 -4.0635 -0.8569 -0.41 0.25 -0.15 0.0513
H 7.4563 -0.2619 -0.3782 -0.09 0.24 -0.03 0.0933
H -0.1345 2.1746 -1.9497 0.37 -0.42 0.44 0.0627
H -7.1673 -5.5251 -0.7799 -0.02 0.13 0.18 0.0704
H 2.9059 3.9831 1.5482 0.26 -0.41 0.02 0.0710
H -1.4777 2.7220 -0.9564 0.12 0.12 0.22 0.0696
H 5.1386 -2.5924 0.2485 -0.58 0.04 0.47 0.0874
H 1.4612 -1.1611 -2.1024 -0.48 -0.40 0.07 0.0765
H 6.3514 2.7874 5.5250 0.06 -0.03 -0.05 0.1128
H 1.6402 -4.4336 3.4322 0.16 0.04 0.01 0.0823
H 8.7089 -0.7313 -1.5243 0.03 -0.45 0.33 0.1022
H 0.8075 -1.8219 10.3835 -0.48 -0.50 0.11 0.0853
H 1.8631 -4.8829 -3.2407 -0.46 -0.80 0.58 0.0726
H 1.9801 4.0863 -3.7286 0.40 0.07 -0.30 0.0535
H 6.0000 3.1286 1.2335 0.13 -0.28 -0.77 0.1100
H -0.6083 -2.1995 -6.6851 0.41 -0.29 -0.16 0.1006
H -0.7306 6.1687 3.9561 -0.97 0.60 -0.57 0.1192
H 1.0961 -0.1427 -7.3325 -1.12 -0.66 -0.36 0.1203
H -1.1552 -3.7551 6.1857 -0.19 0.12 -0.43 0.0833
H -6.9796 0.2850 0.3411 -0.60 -0.27 0.24 0.0794
H -6.6642 -3.0187 3.7433 0.70 0.29 0.00 0.0753
H -0.2922 -1.0311 2.7000 0.01 -0.40 -0.50 0.0581
H -4.1926 -0.0612 3.4185 -0.36 0.38 0.29 0.0767
H 4.1242 5.4954 -1.0507 0.34 -0.37 -0.43 0.0973
H -4.4429 -2.5058 6.6627 0.15 -0.19 0.16 0.0751
H 7.4161 1.9492 3.4861 0.15 -0.22 -0.05 0.0785
H 4.2853 0.8404 -4.4622 0.02 -0.06 0.14 0.0744
H 0.4094 3.0843 5.4546 -0.29 -0.39 -0.69 0.0505
H 4.4523 7.0594 -1.7209 -0.09 0.30 -0.11 0.1176
H -1.0977 -1.4472 -1.6081 0.02 -0.32 0.64 0.0964
H -7.7788 0.5082 2.8705 -0.13 0.92 0.69 0.1260
H -0.8776 0.4821 7.4228 0.16 -0.01 -0.08 0.1006
H 1.0914 8.1398 -0.3662 -0.54 0.50 -0.45 0.1138
H 1.0891 -3.6406 -7.8851 0.46 -0.30 0.06 0.0774
H 0.7754 -5.3238 -8.4923 0.14 -0.25 0.74 0.0792
H -2.8652 3.6115 3.6712 -0.28 0.14 0.12 0.0669
H -4.6820 -4.8249 1.3806 -0.30 0.06 -0.16 0.1109
H -1.7389 2.0329 -2.4891 -0.22 -0.43 -0.09 0.0677
H 5.2795 -4.3548 -1.5437 0.01 0.18 0.00 0.0864
H -0.4987 3.2488 3.1400 0.43 0.05 0.08 0.0925
H -1.6738 -5.2732 7.9218 -0.51 -0.19 -0.21 0.1071
H 1.2182 -6.5915 6.3217 -0.04 -0.48 0.06 0.1257
H -3.0709 -2.0780 9.8579 0.04 -0.49 -0.20 0.0568
H 2.0159 -1.0369 0.4281 0.13 0.66 0.07 0.0827
H -2.6540 -3.7450 -5.0240 -0.30 0.22 -0.09 0.0970
H -0.2093 -4.0109 -8.9089 -0.57 0.05 0.11 0.0747
H 2.4223 8.8760 -1.2494 0.09 -0.08 -0.34 0.1155
H -3.3028 -4.5863 2.3939 0.01 0.18 0.66 0.1236
H 1.1824 0.4887 -5.0256 0.37 0.22 0.05 0.1098
H 7.6302 -0.1042 -3.4456 0.16 -0.11 -0.09 0.1110
H -2.0846 -2.9427 -7.2775 0.36 -0.29 -0.84 0.1127
H -7.6654 -4.0256 -2.8600 0.21 0.45 0.09 0.1318
H 0.0546 4.5691 5.8362 -0.62 0.53 -0.44 0.0591
H 0.2028 -8.6328 4.7585 0.26 0.30 0.35 0.0846
H 0.9259 1.7570 -9.6104 0.11 -0.27 0.36 0.0704
H 4.5219 4.0264 6.6059 0.06 -0.31 0.15 0.1060
H -0.8555 -0.3243 -2.7861 -0.05 0.77 -0.08 0.1035
H 0.9115 2.2025 1.8057 -0.13 0.12 -0.11 0.0534
H -5.4903 -5.5687 -1.3090 -0.07 -0.37 -0.28 0.0646
H 2.0033 -3.4948 -3.9449 -0.52 1.30 -0.01 0.0796
H -2.3840 4.4646 5.1860 -0.24 0.00 -0.03 0.0723
H 4.1741 0.6085 2.6113 -0.21 0.02 -0.32 0.0676
H 5.6100 5.1564 4.7236 0.16 -0.04 0.14 0.1100
H 1.5297 4.3651 -2.1379 0.08 0.69 0.42 0.0560
H 5.5200 2.0312 -4.0902 0.15 0.01 -0.08 0.0801
H -1.2190 3.7096 1.0595 -0.26 -0.18 -0.16 0.0528
H -1.8577 -5.5911 -7.9796 -0.61 0.06 0.16 0.0918
H 0.2088 4.8043 -6.5084 -0.27 -0.04 -0.46 0.0817
H -1.4788 5.2338 -6.0203 0.11 0.05 -0.05 0.0823
H -0.7749 -1.8183 5.2240 0.21 0.35 0.25 0.0661
H -3.9706 -1.5053 8.0784 -0.20 -0.11 -0.10 0.0647
H -4.1611 -0.8197 6.4678 0.19 0.23 0.08 0.0683
H 1.1443 -1.7783 8.6603 -0.28 -0.45 -0.21 0.0783
H 4.6342 -0.9028 -0.0689 0.13 -0.09 0.20 0.0633
H -2.3666 1.7370 -4.9475 0.11 -0.25 0.04 0.0668
H 0.0449 -3.8297 8.5275 0.06 -0.11 -0.05 0.0985
H 2.0583 6.0145 -0.1813 -0.32 -0.02 -0.07 0.0969
H -6.8029 -3.2385 1.9915 -0.28 -0.14 0.02 0.0796
H 1.5072 -2.8807 4.2727 -0.01 0.05 0.16 0.0734
H -0.1964 2.3064 -4.1400 0.11 0.63 0.13 0.0940
H -1.5424 -5.0983 -2.7473 0.40 0.42 0.03 0.0597
H -0.2132 -6.1605 -3.2524 -0.31 -0.41 0.23 0.0872
H 1.0459 2.8668 -5.2921 -0.05 0.08 -0.06 0.1127
H -2.3338 -5.4208 -6.2093 -0.39 -0.36 -0.43 0.0696
H 4.6268 5.5139 1.2401 0.52 -0.08 -0.20 0.0491
H 7.4984 1.2498 -2.3477 0.00 0.14 -0.03 0.1164
H -8.1219 1.2213 5.1113 -0.40 -0.58 -0.45 0.0856
H 1.3425 1.4676 -7.3235 0.49 0.40 0.55 0.1099
H 0.1831 -8.1301 3.0612 0.36 0.00 0.07 0.0835
H -6.2919 -4.5854 3.0457 0.11 -0.05 -0.07 0.0847
H 1.9632 -5.4783 -5.8484 0.35 -0.37 -0.11 0.1156
H -1.9975 -3.7771 -1.1448 -0.25 0.64 0.32 0.0428
H -3.1770 2.6901 -6.1246 0.14 0.57 -0.08 0.0877
H 1.2723 0.4772 -1.5351 0.15 0.17 -0.25 0.0860
H -7.0442 -0.9667 3.2985 -0.12 -0.46 -0.44 0.0949
H 0.1142 -3.9810 4.0669 -0.21 0.40 -0.03 0.0734
H -4.6227 -1.2260 2.4115 0.43 -0.40 -0.05 0.0329
H -5.6536 1.4196 2.1203 0.06 0.31 -0.17 0.1376
H 4.9716 1.7458 5.9758 0.73 -0.80 -0.25 0.1114
H 3.9976 -3.5506 -2.5481 -0.02 -0.29 0.29 0.0457
H -0.1377 4.9491 0.5217 0.34 0.45 0.19 0.0715
H -2.0667 2.7317 4.9770 0.14 0.02 -0.04 0.0606
H 2.2146 1.3641 0.9988 0.05 -0.05 -0.17 0.0781
H -2.6553 0.8468 1.6858 -0.48 -0.85 0.05 0.0475
H -7.4860 -0.3089 5.9211 -0.61 0.14 0.22 0.0894
H -8.2533 -6.2928 -2.5419 0.07 -0.48 0.55 0.0628
H 0.3633 -0.4672 9.4312 0.06 0.26 0.13 0.0708
H -4.7280 -1.3072 -3.2727 0.17 -0.20 -0.59 0.0767
H 3.9222 0.8121 -1.7115 -0.42 0.55 0.10 0.0677
H -0.2582 -5.7689 5.8764 -0.48 -0.33 -0.55 0.1036
H 3.0982 1.5226 3.6240 0.13 0.13 0.36 0.0660
H -1.0324 -4.0611 9.9118 0.34 0.42 0.24 0.1144
H 5.1780 5.3199 -3.5619 -0.22 -0.60 -0.18 0.0702
H 1.1837 -3.9811 6.3548 -0.13 -0.51 0.59 0.1200
H -3.2352 0.0601 -2.1151 0.29 0.22 0.04 0.0849
H -3.4362 1.2048 -0.7050 -0.15 0.25 -0.53 0.0836
H -2.9664 -3.9856 6.3099 0.27 0.40 -1.14 0.1149
H 1.0460 -3.6034 -2.3711 -0.24 0.25 -0.28 0.0892
H 1.5854 9.4629 -3.2781 0.18 -0.09 -0.41 0.0802
H -0.7747 6.5928 -3.0292 0.19 -0.05 -0.42 0.0792
H -0.1487 4.8181 -4.8866 -0.60 -0.13 0.41 0.0480
H 3.1931 7.2183 0.3396 0.10 0.03 0.07 0.1069
H -6.0676 -1.1890 0.6302 0.28 -0.05 -0.34 0.0689
H -1.8921 -2.2591 11.1163 0.42 -0.21 -0.15 0.0765
H 6.2003 5.4906 2.2101 0.07 -0.49 -0.39 0.0840
H 3.0783 -5.6026 4.9485 0.39 -0.48 -0.04 0.0711
H -1.3675 -3.0081 -3.2528 0.49 0.21 0.49 0.0698
H -1.0738 -6.5472 -6.7653 0.03 -0.05 0.16 0.0933
H -2.4520 -1.9563 2.0977 -0.50 -0.38 0.48 0.0408
H 0.3896 5.6346 2.7589 0.22 -0.33 0.01 0.0923
H -0.8336 7.2040 -1.4581 0.44 0.67 0.19 0.0884
H 4.8888 6.4264 2.7061 -0.39 0.09 0.05 0.0763
H -2.3493 -0.7253 10.4879 0.80 0.47 -0.41 0.0749
H -5.4089 0.3702 -0.0893 0.80 -0.44 0.57 0.0622
H 6.5806 0.6548 2.5548 0.17 0.08 -0.06 0.0602
H -1.0967 4.1339 -8.6716 0.36 0.01 0.13 0.1049
H -2.7694 0.8946 -8.0124 0.09 0.37 -0.12 0.0823
H -0.9852 -7.4359 4.1082 -0.25 -0.22 0.41 0.0803
H -0.4530 0.2084 -5.1802 -0.56 0.12 -0.24 0.0828
H -1.9632 -0.4965 5.0431 0.04 0.31 0.60 0.0720
H -3.9696 -2.6165 0.1888 -0.72 -0.23 -0.16 0.1027
H 6.9062 0.4194 4.2725 -0.15 0.11 0.14 0.0769
H 0.5505 -1.8610 0.2983 -0.62 0.10 0.05 0.1017
H -6.9178 1.3567 6.2350 0.80 -0.35 0.08 0.0859
H 4.0926 0.1508 4.2429 -0.07 0.19 0.43 0.0875
H -3.8034 -2.7634 -2.7844 0.03 -0.20 -0.11 0.0704
H 3.5714 -2.2102 -0.5699 -0.01 -0.19 0.11 0.0680
H -8.1928 -5.8250 -3.9907 0.22 -0.06 -0.75 0.0732
H -3.3112 -4.8996 -0.7723 0.15 -0.27 -0.05 0.0593
H -2.1054 -1.6354 0.6467 0.44 0.00 -0.46 0.0240
H -1.8736 0.1823 -6.6968 -0.22 -0.13 0.02 0.0510
H -0.1249 -2.1566 -4.1672 -0.27 0.35 -0.54 0.1002
H 3.3078 -0.7905 -2.6391 -1.07 0.07 -0.03 0.0458
H 0.1953 9.4551 -2.3223 -0.66 -0.23 -0.24 0.0873
H -0.6828 2.2248 -10.0377 -0.22 0.31 0.52 0.0587
H 3.0965 3.7099 -2.4005 0.27 -0.04 -0.21 0.0653
H -1.8234 5.0693 0.0534 -0.13 -0.05 0.17 0.0911
H -2.9919 -4.1766 8.4922 0.01 -0.32 0.36 0.1105
H 4.0465 5.3854 -5.0302 -0.17 -0.65 0.42 0.0706
H 2.0365 7.3473 -5.0752 -0.42 -0.21 -1.28 0.1139
H -1.5368 -5.8136 -4.3369 -0.04 -0.05 0.09 0.0702
H -0.0101 5.7465 -1.7407 0.52 -0.02 -0.04 0.0502
H 2.4900 3.4967 3.2347 -0.46 0.36 -0.14 0.0549
H 0.1308 8.7513 -4.0283 -0.26 0.22 0.19 0.0818
H 5.0395 2.2000 -1.8319 -0.16 0.07 -0.26 0.0717
H -2.3000 -2.0931 4.5670 -0.53 -0.32 0.12 0.0734
H 7.3005 -2.7257 -2.2173 0.71 0.29 -0.09 0.1040
H 3.3341 3.2384 5.5650 -0.15 0.17 -0.10 0.0923
H 1.2613 -0.3136 2.9596 0.42 0.09 -0.67 0.0767
H -0.3888 0.5865 -10.0066 0.47 -0.40 0.31 0.0672
H -6.1275 -4.7561 -4.8973 -0.23 -0.07 0.16 0.1166
H -1.7846 -0.4921 -8.3090 0.50 0.03 -0.12 0.0732
H 3.2981 -4.0642 5.0969 0.54 0.30 0.25 0.0647
H -3.1654 -0.4204 -0.3779 -0.42 -0.48 -0.35 0.0567
H 2.6270 5.2397 2.6908 -0.48 -0.12 0.37 0.0710
H -4.9024 -5.0810 -3.6754 0.21 0.07 0.18 0.1131
H -1.8895 -4.7044 0.3419 0.29 -0.70 -0.52 0.0829
H -0.1892 0.5927 3.1072 0.01 0.48 -0.21 0.0651
H 5.2605 0.9697 -0.6492 0.56 -0.43 -0.20 0.0598
H 3.9306 5.6433 4.6913 -0.19 -0.14 0.21 0.1090
H 4.5824 6.7809 -4.2085 0.03 0.29 0.05 0.0672
```
Positions in Å, forces in eV/Å.